This record from OMol25 describes C9H24IMoOP2 as an isolated structure at a distorted geometry. The level of theory is ωB97M-V/def2-TZVPD.

Calculated values
⟨S²⟩: 2.0122
energy above the lowest of the compared OMol25 structures with the same formula, charge and spin: 1.327 eV
HOMO level (alpha / beta): -20.65 / -20.67 eV
net charge: +3
lowest unoccupied orbital energy (alpha / beta): -14.296 / -14.547 eV
multiplicity: 3

Element x y z (Å)
C: -1.032 0.923 -2.457
I: 1.346 -1.597 -2.538
H: -0.172 1.317 -3.037
H: -1.844 1.649 -2.305
H: -1.330 0.058 -3.088
Mo: -0.333 -0.221 -0.797
P: 0.269 2.119 -0.234
C: -1.110 3.340 -0.380
C: 0.918 2.765 1.373
H: 0.832 3.854 1.394
H: 1.578 3.801 -1.370
H: 1.970 2.525 1.530
H: 2.515 2.344 -1.007
H: -1.925 3.101 0.312
H: 0.354 2.394 2.226
C: 1.553 2.712 -1.360
H: -0.807 4.370 -0.146
H: 1.407 2.365 -2.376
H: -1.528 3.362 -1.385
P: 0.423 -2.371 0.427
C: -1.087 -3.394 0.312
C: 1.731 -3.453 -0.232
H: 1.893 -2.338 2.393
H: 0.725 -3.710 2.326
H: 0.164 -2.078 2.856
C: 0.846 -2.622 2.185
H: 2.701 -2.981 -0.019
H: 1.603 -4.448 0.212
H: -0.815 -4.391 0.666
H: -1.426 -3.444 -0.722
H: 1.598 -3.564 -1.327
H: -1.875 -2.989 0.951
C: -2.402 -0.076 -0.512
O: -3.519 0.196 -0.256
C: -0.756 0.112 1.281
H: 0.171 0.087 1.859
H: -1.356 -0.727 1.624
H: -1.280 1.008 1.622

This record from OMol25 describes a 3-piece molecular cluster, C9H24O3 overall at a distorted geometry. The level of theory is ωB97M-V/def2-TZVPD.

Calculated values
energy above the lowest of the compared OMol25 structures with the same formula, charge and spin: 0.772 eV
HOMO level: -9.67 eV
lowest unoccupied orbital energy: 0.786 eV

Element x y z (Å)
C: -3.331 -3.305 2.585
C: -4.468 -3.872 1.766
C: -4.049 -5.031 0.856
O: -5.508 -4.264 2.678
H: -2.577 -2.978 1.859
H: -2.789 -4.011 3.218
H: -3.630 -2.481 3.228
H: -4.907 -3.089 1.133
H: -3.235 -5.654 1.228
H: -3.876 -4.646 -0.151
H: -4.863 -5.756 0.752
H: -6.308 -4.471 2.188
C: -0.180 1.477 -0.693
C: 0.609 0.342 -0.039
C: -0.057 -0.996 -0.266
O: 1.941 0.294 -0.516
H: -0.050 2.463 -0.240
H: -1.260 1.307 -0.608
H: 0.034 1.572 -1.758
H: 0.624 0.530 1.044
H: 0.586 -1.868 -0.190
H: -0.685 -1.038 -1.160
H: -0.813 -1.110 0.524
H: 2.259 1.157 -0.808
C: 4.216 4.697 -2.230
C: 3.928 3.322 -1.637
C: 3.990 3.323 -0.114
O: 2.652 2.802 -2.015
H: 5.162 5.052 -1.825
H: 3.452 5.363 -1.806
H: 4.211 4.692 -3.315
H: 4.696 2.648 -2.041
H: 3.132 3.883 0.273
H: 4.851 3.859 0.304
H: 4.016 2.354 0.383
H: 2.227 3.433 -2.607

This record from OMol25 describes a 3-piece molecular cluster, C9H24O3 overall at a distorted geometry. The level of theory is ωB97M-V/def2-TZVPD.

Calculated values
energy above the lowest of the compared OMol25 structures with the same formula, charge and spin: 0.791 eV
HOMO level: -10.30 eV
lowest unoccupied orbital energy: 0.669 eV

Element x y z (Å)
C: 1.352 1.399 2.424
C: -0.041 1.847 2.036
C: -1.124 0.793 2.219
O: -0.393 3.023 2.766
H: 1.380 0.747 3.307
H: 1.943 2.271 2.711
H: 1.915 0.879 1.647
H: -0.043 2.085 0.966
H: -2.067 1.139 1.799
H: -1.308 0.524 3.265
H: -0.816 -0.143 1.741
H: -0.524 2.774 3.687
C: 3.695 -0.765 -1.318
C: 2.968 -1.807 -0.484
C: 1.455 -1.542 -0.471
O: 3.245 -3.093 -1.046
H: 3.714 0.180 -0.769
H: 3.326 -0.577 -2.325
H: 4.712 -1.148 -1.450
H: 3.231 -1.685 0.571
H: 1.039 -1.377 -1.468
H: 1.231 -0.641 0.101
H: 0.916 -2.370 -0.002
H: 2.380 -3.494 -1.182
C: -1.867 0.204 -2.647
C: -2.364 -0.003 -1.212
C: -3.760 0.481 -0.910
O: -2.170 -1.301 -0.651
H: -2.645 -0.032 -3.382
H: -0.951 -0.357 -2.815
H: -1.684 1.269 -2.796
H: -1.675 0.638 -0.638
H: -4.522 -0.116 -1.417
H: -3.925 1.504 -1.277
H: -3.870 0.590 0.167
H: -2.755 -1.895 -1.147

This record from OMol25 describes C9H25BBeCl4F4N3NaO10P2SSi as an isolated structure at a distorted geometry. The level of theory is ωB97M-V/def2-TZVPD.

Calculated values
HOMO level: -3.17 eV
net charge: -2
lowest unoccupied orbital energy: 0.791 eV

Element x y z (Å)
C: 1.648 2.883 -1.074
Si: 1.206 1.369 -0.078
C: -0.499 0.848 -0.548
C: 1.149 1.718 1.781
O: 2.353 0.094 -0.309
S: 3.818 0.606 -0.540
O: 4.361 -0.092 -1.659
O: 4.715 -0.062 0.888
P: 4.929 0.912 2.088
N: 5.057 2.404 1.691
H: 1.070 3.749 -0.755
H: 2.702 3.156 -1.043
H: 1.384 2.674 -2.112
H: -1.017 0.488 0.333
H: -0.997 1.757 -0.890
H: -0.517 0.110 -1.346
H: 0.119 1.622 2.123
H: 1.565 2.685 2.057
H: 1.682 0.897 2.267
H: 3.764 0.712 2.864
H: 6.032 0.446 2.819
H: 5.928 2.799 2.021
B: 1.476 -2.856 -1.802
F: 1.044 -4.056 -2.397
F: 2.317 -3.149 -0.709
F: 2.183 -2.086 -2.745
F: 0.356 -2.127 -1.332
Na: 3.453 -0.478 4.168
C: -3.495 2.241 -3.043
O: -3.221 1.637 -2.020
N: -3.287 1.813 -4.303
N: -4.091 3.500 -2.970
H: -3.542 2.333 -5.129
H: -2.888 0.898 -4.426
H: -4.256 3.877 -2.055
H: -4.337 4.044 -3.777
O: 1.787 -2.946 4.068
H: 1.691 -3.826 3.695
Be: -6.649 3.001 -2.386
C: -2.632 -2.354 2.277
C: -3.726 -1.397 1.798
C: -3.278 -0.077 2.413
O: -1.855 -0.124 2.475
C: -1.398 -1.471 2.211
H: -2.535 -3.251 1.668
H: -2.826 -2.660 3.309
H: -3.710 -1.328 0.709
H: -4.732 -1.685 2.107
H: -3.670 0.037 3.433
H: -3.583 0.790 1.823
H: -0.952 -1.495 1.213
H: -0.632 -1.747 2.938
O: -5.563 0.385 -8.856
P: -5.180 0.810 -7.450
O: -6.365 1.538 -6.814
O: -3.960 1.735 -7.438
O: -4.862 -0.375 -6.549
C: 6.493 -4.190 5.063
Cl: 5.583 -5.463 5.860
Cl: 5.365 -2.999 4.405
Cl: 7.572 -3.406 6.237
Cl: 7.452 -4.869 3.751

This record from OMol25 describes a 2-piece molecular cluster, C9H25N4O4PS overall at a distorted geometry. The level of theory is ωB97M-V/def2-TZVPD.

Calculated values
HOMO level: -8.44 eV
lowest unoccupied orbital energy: 0.591 eV

Element x y z (Å)
C: 2.843 1.673 3.979
C: 1.938 0.510 4.301
N: 2.060 -0.258 5.304
C: 0.821 0.211 3.323
O: 0.000 1.354 2.987
S: -0.478 2.224 4.270
O: -0.566 3.567 3.760
O: -2.015 1.689 4.379
H: 3.482 1.888 4.833
H: 3.411 1.487 3.067
H: 2.232 2.558 3.786
H: 2.860 0.037 5.865
H: 1.278 -0.097 2.381
H: 0.188 -0.581 3.721
H: -2.056 1.151 5.181
O: 0.904 -1.288 -0.410
P: 0.099 -1.015 -1.620
N: 0.571 0.549 -2.099
C: -0.190 1.748 -2.370
C: 1.972 0.661 -2.469
N: -1.496 -1.142 -0.973
C: -2.601 -0.226 -1.231
C: -1.588 -1.662 0.393
N: -0.236 -1.626 -3.128
C: -0.777 -0.870 -4.242
C: -0.484 -3.068 -3.169
H: -0.147 2.030 -3.432
H: 0.204 2.590 -1.792
H: -1.234 1.651 -2.108
H: 2.166 0.286 -3.484
H: 2.600 0.097 -1.778
H: 2.294 1.703 -2.423
H: -2.359 0.817 -1.026
H: -3.435 -0.475 -0.576
H: -2.997 -0.327 -2.245
H: -1.405 -0.892 1.154
H: -0.883 -2.471 0.554
H: -2.589 -2.072 0.550
H: -1.506 -0.116 -3.948
H: -1.278 -1.560 -4.919
H: 0.011 -0.374 -4.815
H: -1.525 -3.307 -2.925
H: 0.156 -3.583 -2.451
H: -0.247 -3.472 -4.154

This record from OMol25 describes a 3-piece molecular cluster, C9H25NO3S overall at a distorted geometry. The level of theory is ωB97M-V/def2-TZVPD.

Calculated values
HOMO level: -8.84 eV
lowest unoccupied orbital energy: 0.636 eV

Element x y z (Å)
C: 1.846 4.172 4.012
C: 0.590 4.823 3.452
C: -0.587 4.662 4.402
O: 0.272 4.247 2.187
H: 1.694 3.098 4.152
H: 2.680 4.290 3.318
H: 2.126 4.611 4.971
H: 0.775 5.884 3.276
H: -0.817 3.603 4.555
H: -1.481 5.127 3.985
H: -0.378 5.115 5.372
H: 0.105 3.306 2.320
C: -0.231 -5.367 -3.912
C: -0.036 -4.057 -4.661
C: 1.415 -3.601 -4.612
O: -0.877 -3.052 -4.100
H: 0.031 -5.251 -2.856
H: -1.275 -5.678 -3.951
H: 0.386 -6.162 -4.337
H: -0.345 -4.181 -5.700
H: 1.730 -3.428 -3.578
H: 1.537 -2.658 -5.146
H: 2.079 -4.344 -5.057
H: -0.616 -2.932 -3.182
C: 0.204 1.918 -0.314
O: -0.078 1.244 0.912
C: -1.186 0.367 0.710
C: -0.956 -1.041 1.327
N: -1.809 -2.008 0.606
S: -0.955 -3.281 -0.186
H: 0.642 1.194 -1.021
H: -0.696 2.360 -0.762
H: 0.938 2.713 -0.166
H: -2.092 0.797 1.163
H: -1.329 0.243 -0.373
H: 0.098 -1.323 1.334
H: -1.321 -1.006 2.364
H: -2.408 -1.550 -0.068
H: 0.326 -2.855 -0.435

This record from OMol25 describes C9H26BrCuN4O3 as an isolated structure at a distorted geometry. The level of theory is ωB97M-V/def2-TZVPD.

Calculated values
⟨S²⟩: 0.7540
energy above the lowest of the compared OMol25 structures with the same formula, charge and spin: 5.054 eV
HOMO level (alpha / beta): -11.78 / -11.78 eV
net charge: +1
lowest unoccupied orbital energy (alpha / beta): -4.997 / -6.560 eV
multiplicity: 2

Element x y z (Å)
Cu: -0.392 -3.246 -5.087
Br: -1.320 -2.309 -2.846
C: 2.438 -2.668 -0.749
O: 2.728 -2.250 -1.882
N: 3.326 -2.559 0.280
N: 1.229 -3.168 -0.452
H: 4.244 -2.237 0.032
H: 3.167 -2.912 1.205
H: 0.998 -3.512 0.463
H: 0.519 -3.176 -1.167
C: 2.097 1.562 -1.545
C: 0.781 0.809 -1.723
C: -0.391 1.639 -2.222
O: -0.797 2.425 -1.126
C: -1.937 3.229 -1.400
N: 1.037 -0.297 -2.645
H: 1.959 2.549 -1.102
H: 2.585 1.753 -2.499
H: 2.741 1.014 -0.857
H: 0.513 0.270 -0.796
H: -1.233 0.988 -2.506
H: -0.112 2.219 -3.110
H: -2.194 3.705 -0.459
H: -2.767 2.579 -1.703
H: -1.748 3.954 -2.194
H: 0.223 -0.961 -2.753
H: 1.819 -0.881 -2.246
C: -1.492 0.781 0.680
C: -0.889 -0.369 1.506
C: -1.214 -0.216 2.984
O: -0.396 0.790 3.536
C: -0.611 0.929 4.919
N: -1.385 -1.663 1.016
H: -1.164 0.657 -0.334
H: -1.096 1.729 1.045
H: -2.582 0.812 0.706
H: 0.204 -0.324 1.441
H: -1.034 -1.204 3.429
H: -2.255 0.082 3.165
H: -0.417 -0.008 5.458
H: -1.648 1.189 5.163
H: 0.065 1.691 5.296
H: -2.401 -1.589 1.047
H: -1.197 -1.806 0.031

This record from OMol25 describes C9H26ClIInNOP2 as an isolated structure at a distorted geometry. The level of theory is ωB97M-V/def2-TZVPD.

Calculated values
HOMO level: -15.92 eV
net charge: +2
lowest unoccupied orbital energy: -8.065 eV

Element x y z (Å)
C: -0.314 -4.423 -3.752
I: -0.184 -3.091 -2.023
H: -0.624 -3.832 -4.616
H: -1.047 -5.194 -3.510
H: 0.678 -4.855 -3.898
In: -0.007 -0.217 -0.528
P: -2.500 -0.256 0.090
C: -3.000 -1.570 1.232
C: -3.161 1.307 0.750
H: -4.259 1.270 0.787
H: -4.388 -0.534 -1.400
H: -2.852 2.145 0.115
H: -3.002 0.274 -2.207
H: -2.547 -1.369 2.210
H: -2.778 1.476 1.763
C: -3.298 -0.529 -1.521
H: -4.094 -1.598 1.330
H: -2.961 -1.489 -1.932
H: -2.638 -2.534 0.853
P: 2.487 0.395 -0.619
C: 3.611 -0.693 0.292
C: 2.863 0.294 -2.395
H: 2.220 2.812 -0.612
H: 3.929 2.339 -0.379
H: 2.768 2.209 0.972
C: 2.889 2.102 -0.113
H: 2.193 0.969 -2.942
H: 3.907 0.580 -2.576
H: 4.657 -0.433 0.078
H: 3.420 -1.732 -0.002
H: 2.694 -0.733 -2.740
H: 3.413 -0.576 1.365
Cl: -0.446 2.002 -1.506
C: 0.443 1.338 4.065
C: 0.242 1.335 2.584
N: 0.038 2.535 2.000
O: 0.261 0.268 1.911
H: 0.387 2.366 4.449
H: 1.419 0.908 4.318
H: -0.323 0.725 4.553
H: -0.120 2.628 1.005
H: 0.023 3.381 2.546

This record from OMol25 describes a 5-piece molecular cluster, C9H26F3N4O8S overall at a distorted geometry. The level of theory is ωB97M-V/def2-TZVPD.

Calculated values
HOMO level: -5.27 eV
net charge: -1
lowest unoccupied orbital energy: 2.235 eV

Element x y z (Å)
N: -0.465 -0.790 0.132
H: -1.004 -1.095 0.929
H: -0.119 0.144 0.300
H: -0.937 -0.873 -0.757
H: 0.379 -1.342 0.066
C: -4.109 -1.101 -3.255
F: -4.419 0.081 -2.581
F: -5.052 -1.956 -3.052
F: -4.009 -0.826 -4.589
S: -2.462 -2.041 -2.724
O: -2.758 -2.885 -1.575
O: -2.106 -2.871 -3.857
O: -1.445 -1.043 -2.388
N: -1.781 -2.425 2.666
O: -1.176 -1.388 2.894
O: -2.649 -2.886 3.390
O: -1.381 -3.100 1.713
C: -0.186 2.392 -2.261
C: 0.184 2.635 -0.786
C: -1.057 2.954 0.147
O: -1.693 4.158 -0.307
C: -2.412 4.915 0.689
N: 1.056 1.633 -0.269
H: -0.740 3.194 -2.750
H: -0.890 1.570 -2.133
H: 0.739 2.202 -2.805
H: 0.848 3.494 -0.883
H: -0.640 3.047 1.150
H: -1.878 2.239 0.186
H: -1.680 5.289 1.405
H: -3.264 4.310 0.997
H: -2.891 5.683 0.083
H: 1.390 1.987 0.616
H: 1.725 1.595 -1.024
C: 3.670 -0.923 3.068
C: 2.482 -1.280 2.255
C: 3.024 -1.536 0.866
O: 2.029 -1.649 -0.133
C: 2.404 -1.693 -1.457
N: 1.820 -2.426 2.895
H: 4.008 0.075 2.788
H: 4.384 -1.740 2.973
H: 3.261 -0.813 4.072
H: 1.748 -0.473 2.272
H: 3.549 -2.491 0.880
H: 3.745 -0.796 0.521
H: 2.295 -2.711 -1.831
H: 3.461 -1.478 -1.619
H: 1.805 -1.014 -2.065
H: 0.926 -2.653 2.484
H: 2.274 -3.297 2.662

This record from OMol25 describes C9H26Hg2O9 as an isolated structure at a distorted geometry. The level of theory is ωB97M-V/def2-TZVPD.

Calculated values
energy above the lowest of the compared OMol25 structures with the same formula, charge and spin: 0.873 eV
HOMO level: -14.40 eV
net charge: +2
lowest unoccupied orbital energy: -9.938 eV

Element x y z (Å)
Hg: -1.395 -2.687 1.820
Hg: 1.265 -0.068 3.200
C: -0.727 0.788 -0.598
C: -0.772 -0.452 0.252
O: -1.502 -1.421 -0.082
O: -0.009 -0.533 1.267
H: 0.289 1.154 -0.749
H: -1.369 1.625 -0.333
H: -1.007 0.490 -1.610
C: 2.687 -4.190 2.815
C: 2.004 -2.884 2.903
O: 2.693 -1.805 2.842
O: 0.751 -2.735 2.862
H: 3.549 -4.261 3.476
H: 2.890 -4.437 1.774
H: 2.038 -4.974 3.209
C: -0.115 -1.753 -4.062
O: -0.338 -0.968 -5.217
H: 0.933 -2.022 -3.957
H: -0.418 -1.183 -3.173
H: -0.742 -2.649 -4.023
H: -1.287 -0.816 -5.260
C: 0.900 -3.740 -0.594
O: -0.299 -4.055 0.093
H: 1.554 -3.183 0.080
H: 1.457 -4.560 -1.045
H: 0.694 -3.042 -1.409
H: -0.530 -4.985 -0.017
C: -2.785 3.458 -2.275
O: -3.828 2.601 -1.896
H: -1.826 2.953 -2.132
H: -2.829 3.669 -3.347
H: -2.763 4.369 -1.668
H: -4.654 3.055 -2.085
C: 2.051 3.915 0.153
O: 1.055 4.145 1.175
H: 2.929 3.471 0.617
H: 1.606 3.206 -0.551
H: 2.269 4.769 -0.485
H: 0.882 5.091 1.143
C: -1.189 2.372 2.874
O: 0.199 2.228 3.007
H: -1.589 2.109 1.893
H: -1.722 1.753 3.602
H: -1.593 3.345 3.167
H: 0.594 2.836 2.343

This record from OMol25 describes C9H26N2P2V as an isolated structure at a distorted geometry. The level of theory is ωB97M-V/def2-TZVPD.

Calculated values
⟨S²⟩: 2.0475
HOMO level (alpha / beta): -10.33 / -9.97 eV
net charge: +1
lowest unoccupied orbital energy (alpha / beta): -2.465 / -2.647 eV
multiplicity: 3

Element x y z (Å)
V: 0.798 0.199 -0.060
H: 1.503 1.719 -0.512
H: 1.557 1.262 -1.217
P: -0.475 1.471 1.568
P: -0.008 -1.025 -1.941
C: 0.462 -2.782 -1.932
H: 0.226 -3.257 -2.890
H: 1.536 -2.890 -1.748
H: -0.081 -3.308 -1.138
C: -1.697 -1.022 -2.621
H: -2.047 0.003 -2.781
H: -1.726 -1.557 -3.581
H: -2.395 -1.508 -1.932
C: 0.982 -0.297 -3.295
H: 2.049 -0.282 -3.045
H: 0.841 -0.879 -4.214
H: 0.683 0.742 -3.478
C: -2.268 1.702 1.829
H: -2.440 2.335 2.714
H: -2.719 2.185 0.953
H: -2.762 0.734 1.980
C: 0.005 0.604 3.110
H: 1.097 0.495 3.182
H: -0.341 1.175 3.986
H: -0.451 -0.398 3.140
C: 0.231 3.150 1.703
H: -0.050 3.723 0.809
H: -0.147 3.646 2.607
H: 1.327 3.093 1.733
H: -0.501 1.250 -0.147
H: -0.448 -0.879 -0.233
N: 2.808 -2.824 1.986
C: 3.801 -1.865 2.206
C: 3.363 -0.724 1.597
N: 2.119 -0.984 1.014
C: 1.804 -2.252 1.271
H: 2.814 -3.792 2.289
H: 4.700 -2.050 2.766
H: 3.800 0.259 1.523
H: 0.882 -2.755 0.993